Run a
{
  "formula": "C4H16O4",
  "method": "wB97M-V/def2-TZVPD",
  "gap_ev": 10.04,
  "smiles": "CO.CO.CO.CO",
  "homo_energy_ha": -0.359,
  "lumo_ev": 0.28,
  "elements": ["H", "O", "C", "H", "H", "H", "H", "H", "C", "H", "H", "H", "H", "O", "C", "O", "H", "H", "C", "H", "O", "H", "H", "H"],
  "positions_angstrom": [[-0.4756, 3.0090, -1.5459], [4.5440, -0.3395, 1.3904], [3.7814, -0.6689, 2.5544], [-3.8012, -2.0896, 0.8001], [4.3169, -1.4170, 3.1296], [-4.9114, -2.9925, -0.2084], [-0.9338, 3.0127, -3.1944], [0.4085, 4.0053, -2.7892], [-0.0549, 3.0474, -2.5511], [3.9700, 0.1121, 0.7686], [2.8462, -1.0557, 2.1370], [-2.6815, -1.3473, -0.7426], [0.6379, -0.7271, 0.5313], [-3.4512, -1.8255, -1.0699], [-0.0952, 0.0857, 0.4786], [-1.4749, -0.2705, 0.4385], [1.7286, 2.2328, -2.4468], [-3.2758, -3.6618, 0.1524], [-3.8575, -2.7649, -0.0638], [-1.9080, 0.3130, 1.0655], [0.9014, 2.0179, -2.8856], [3.4610, 0.1474, 3.2075], [0.1622, 0.6893, 1.3482], [0.1628, 0.4878, -0.5046]],
  "nbo_charge": [0.164, -0.720, -0.246, 0.159, 0.189, 0.178, 0.187, 0.168, -0.259, 0.461, 0.157, 0.488, 0.173, -0.745, -0.267, -0.739, 0.463, 0.164, -0.252, 0.479, -0.722, 0.160, 0.173, 0.188]
}

=====

Run b
{
  "formula": "C4H16O4",
  "method": "wB97M-V/def2-TZVPD",
  "gap_ev": 9.63,
  "smiles": "C/C=C/C.O.O.O.O",
  "homo_energy_ha": -0.343,
  "lumo_ev": 0.31,
  "elements": ["H", "H", "H", "H", "O", "C", "O", "C", "H", "H", "H", "H", "H", "C", "H", "H", "O", "C", "H", "H", "H", "H", "H", "O"],
  "positions_angstrom": [[-0.5654, 1.6571, 2.0379], [0.8375, 2.0329, 1.2579], [-0.6089, 3.2382, -2.3565], [0.3469, -1.5530, 1.6503], [-1.3939, -2.5601, 0.1605], [0.4641, 1.6240, -1.4122], [1.0658, -1.8373, 1.0665], [0.8334, 0.5280, -2.0864], [-1.0878, 3.0055, -0.7196], [-1.9468, -1.6579, 1.4475], [-1.2567, -3.5033, 0.2518], [1.0976, 2.0764, -0.6418], [-1.9446, -0.2373, 2.1137], [-0.7980, 2.4523, -1.6313], [2.8734, -0.0862, -2.4762], [-1.5869, 1.7912, -1.9753], [0.2945, 2.0924, 2.0372], [2.1096, -0.1185, -1.6834], [2.0193, -1.1879, -1.6238], [0.2270, -0.0502, -2.7878], [1.2729, -2.7237, 1.3821], [2.5746, 0.3418, -0.7974], [-0.6006, -2.0686, -0.0710], [-2.1027, -1.1673, 2.2875]],
  "nbo_charge": [0.476, 0.483, 0.220, 0.487, -0.970, -0.180, -0.953, -0.196, 0.216, 0.492, 0.491, 0.165, 0.451, -0.651, 0.209, 0.214, -0.958, -0.635, 0.215, 0.206, 0.474, 0.215, 0.509, -0.979]
}

=====

Relative calculated energies, zero for the most stable structure, unit eV: run a 1.704; run b 0.000.

=====

Run a
{
  "formula": "C3H4N2O2",
  "method": "wB97M-V/def2-TZVPD",
  "gap_ev": 9.96,
  "homo_energy_ha": -0.350,
  "lumo_ev": 0.45,
  "elements": ["N", "H", "O", "C", "H", "C", "O", "H", "C", "H", "N"],
  "positions_angstrom": [[1.2949, -0.0219, -0.9919], [1.8080, -0.7157, -1.5178], [-0.7784, 0.8244, -0.4094], [-0.0873, -0.3801, -0.7902], [-0.6335, -0.7944, -1.6470], [-0.9106, 0.8206, 0.9221], [-1.3767, 1.6830, 1.6019], [1.4176, 0.9174, -1.3340], [0.0195, -1.2785, 0.4347], [-0.3460, -0.6107, 2.3643], [-0.4075, -0.4440, 1.3673]],
  "nbo_charge": [-0.852, 0.385, -0.480, 0.110, 0.182, 0.875, -0.551, 0.388, 0.158, 0.423, -0.639]
}

=====

Run b
{
  "formula": "C3H4N2O2",
  "method": "wB97M-V/def2-TZVPD",
  "gap_ev": [8.89, 8.89],
  "homo_energy_ha": [-0.356, -0.356],
  "lumo_ev": [-0.79, -0.79],
  "elements": ["N", "H", "H", "C", "H", "N", "O", "C", "C", "H", "O"],
  "positions_angstrom": [[-1.9912, -0.5870, -0.2888], [-2.8201, -0.2028, -0.7335], [0.8119, -0.7964, 1.1530], [-1.0434, 0.2421, 0.1976], [0.0822, 2.0949, 0.9754], [0.5291, -0.4759, 0.2164], [2.4364, -1.1761, -0.3042], [1.9187, -0.0626, -0.4036], [-0.5234, 1.2350, 0.7512], [-1.5623, -1.3433, -0.8101], [2.1621, 1.0720, -0.7533]],
  "nbo_charge": [-0.798, 0.413, 0.399, 0.284, 0.288, -0.539, -0.629, 0.887, -0.072, 0.422, -0.654]
}

=====

Relative calculated energies, zero for the most stable structure, unit eV: run a 0.000; run b 3.210.